The following is a DFT calculation (ωB97M-V/def2-TZVPD) of a structure of composition C26H24BF4N2O2ReTe at a distorted geometry.

Summary:
**2S+1**: 4
**Relative energy (zero: lowest compared OMol25 entry of this formula, charge and spin)**: 0.0 kcal/mol
**Orbital gap (spin up / spin down)**: 6.44 / 5.70 eV
**LUMO level (spin up / spin down)**: -4.735 / -5.523 eV
**Net charge**: +1
**Total energy**: -2035.7399 hartree

The geometry in XYZ format:
```
61
Properties=species:S:1:pos:R:3:nbo_charge:R:1
Re -0.247 0.213 -0.569 1.381
C 2.951 -0.451 -1.049 -0.247
O 1.887 0.036 -0.183 -0.558
C 2.198 0.318 1.152 0.345
C 3.491 0.391 1.630 -0.271
C 3.689 0.696 2.970 -0.164
C 2.609 0.921 3.812 -0.197
C 1.316 0.825 3.327 -0.178
C 1.109 0.513 1.994 0.022
N -0.187 0.320 1.414 -0.318
N -1.147 0.187 2.256 -0.115
C -2.407 -0.103 1.918 -0.004
C -2.873 -0.362 0.599 0.392
O -2.121 -0.186 -0.463 -0.633
C -4.182 -0.841 0.385 -0.281
C -5.007 -1.056 1.442 -0.050
C -4.616 -0.777 2.786 -0.129
C -5.496 -1.014 3.858 -0.145
C -5.119 -0.718 5.142 -0.203
C -3.858 -0.155 5.382 -0.167
C -2.979 0.071 4.350 -0.206
C -3.333 -0.258 3.034 0.066
H 3.396 -1.329 -0.587 0.204
H 2.492 -0.704 -1.998 0.242
H 3.679 0.341 -1.200 0.217
H 4.337 0.222 0.982 0.242
H 4.698 0.764 3.349 0.238
H 2.774 1.164 4.852 0.237
H 0.461 0.986 3.967 0.244
H -4.487 -1.045 -0.632 0.248
H -6.006 -1.437 1.267 0.233
H -6.473 -1.433 3.653 0.225
H -5.791 -0.914 5.967 0.232
H -3.575 0.106 6.393 0.228
H -2.010 0.508 4.545 0.224
F -0.150 1.291 -4.262 -0.522
B 0.825 0.565 -3.665 1.372
F 0.071 -0.300 -2.573 -0.554
F 1.476 -0.347 -4.414 -0.517
F 1.670 1.333 -2.860 -0.559
C -5.535 5.677 1.125 -0.639
C -4.358 4.847 0.696 0.054
C -3.257 4.677 1.526 -0.228
C -2.130 3.976 1.116 -0.033
C -0.975 3.826 2.071 -0.639
C -2.125 3.429 -0.175 -0.247
Te -0.335 2.778 -1.067 0.586
C -3.247 3.527 -1.016 -0.036
C -3.310 2.903 -2.388 -0.647
C -4.344 4.242 -0.555 -0.221
H -5.436 6.007 2.157 0.222
H -6.466 5.119 1.025 0.229
H -5.618 6.562 0.492 0.235
H -3.270 5.114 2.518 0.215
H -1.103 4.475 2.935 0.232
H -0.022 4.074 1.601 0.226
H -0.910 2.799 2.434 0.209
H -2.735 1.980 -2.453 0.221
H -2.923 3.584 -3.150 0.241
H -4.342 2.677 -2.648 0.233
H -5.213 4.334 -1.197 0.218
```